Entry from OMol25: a single C5H11NO molecule in a non-equilibrium geometry (ωB97M-V/def2-TZVPD).

XYZ file:
```
18
Properties=species:S:1:pos:R:3:forces:R:3:lowdin_charge:R:1
C 0.33210 -0.28005 -1.11575 -0.58 -1.24 1.74 -0.101
C 1.51327 -1.02560 -0.55152 1.52 -0.43 -1.83 -0.230
C -0.20270 0.23282 0.24571 -1.12 1.15 -1.73 -0.587
C -0.99504 -0.80729 0.99052 1.61 -1.41 -2.29 -0.017
C -1.16448 1.48249 0.04423 5.56 0.28 -2.90 0.005
N 0.98466 0.58293 0.94424 1.15 1.95 1.38 0.020
O 2.09288 -0.29425 0.51867 -1.83 1.16 -0.25 -0.098
H 0.63321 0.42381 -1.86951 -0.11 0.66 -0.05 0.115
H -0.41682 -0.97826 -1.47105 0.08 -0.03 -0.67 0.112
H 1.29779 -2.01796 -0.22093 -0.56 -0.74 0.37 0.107
H 2.24274 -1.14085 -1.35838 0.39 0.00 0.24 0.119
H -1.45346 -1.41056 0.22618 -0.37 -0.76 -0.06 0.086
H -1.74559 -0.29754 1.41949 -2.68 1.34 2.23 0.034
H -0.44390 -1.41238 1.67416 0.44 -0.30 0.44 0.093
H -1.59007 1.70723 0.92327 -1.75 1.07 3.06 0.024
H -1.85362 1.32321 -0.75311 -0.55 -0.21 -0.43 0.074
H -0.41490 2.35775 -0.27660 -1.91 -1.49 0.55 0.128
H 1.18392 1.55450 0.63037 0.71 -1.01 0.19 0.117
```
Forces are in eV/Å.

As for the SMILES: CC1(C)CCON1. For the energy relative to the best compared isomer or geometry (same formula, charge and spin), the calculation gives 3.476 eV. The calculated total energy comes out at -8898.2218 eV. For the HOMO energy, the calculation gives -8.8 eV. The gap between HOMO and LUMO comes out at 9.7 eV.

***

Entry from OMol25: a 2-piece molecular cluster, C5H11NO overall (ωB97M-V/def2-TZVPD).

XYZ file:
```
18
Properties=species:S:1:pos:R:3:forces:R:3:lowdin_charge:R:1
C 1.27815 -0.23241 -0.73048 0.40 0.16 0.03 -0.492
C 2.30015 -1.31964 -0.59508 -0.06 -0.08 0.01 -0.063
C 1.82214 1.17034 -0.75352 -0.27 0.04 -0.03 -0.043
C -2.57549 -0.50897 1.21380 0.29 -0.09 -0.23 -0.055
N 0.06415 -0.54900 -0.81847 -0.70 -0.38 -0.15 0.130
C -2.69007 0.95572 0.95763 -0.42 -0.14 0.41 -0.319
O -2.01375 1.59246 0.19802 0.22 0.20 -0.27 0.030
H -0.57082 0.24473 -0.90352 0.26 0.20 0.07 0.029
H -3.49059 1.45088 1.54443 0.02 0.16 -0.05 0.115
H 1.81657 -2.29073 -0.63993 -0.01 -0.04 0.00 0.072
H 2.82396 -1.22149 0.35448 0.13 0.00 0.07 0.077
H 3.03533 -1.24245 -1.39404 0.15 -0.01 -0.04 0.077
H 2.48886 1.33196 0.09167 0.09 0.03 0.04 0.078
H 1.01355 1.89790 -0.71649 0.00 0.04 0.00 0.072
H 2.39516 1.32609 -1.66706 0.10 0.03 -0.04 0.081
H -2.44109 -0.67682 2.28083 -0.03 -0.02 0.13 0.082
H -1.74736 -0.93999 0.65530 -0.02 -0.06 0.03 0.047
H -3.50883 -0.98858 0.92243 -0.13 -0.05 0.02 0.084
```
Forces are in eV/Å.

As for the SMILES: CC(C)=N.CC=O. For the energy relative to the best compared isomer or geometry (same formula, charge and spin), the calculation gives 1.299 eV. The calculated total energy comes out at -8900.3985 eV. For the HOMO energy, the calculation gives -9.4 eV. The gap between HOMO and LUMO comes out at 10.5 eV.

***

Entry from OMol25: a single C5H11NO molecule in a non-equilibrium geometry (ωB97M-V/def2-TZVPD).

XYZ file:
```
18
Properties=species:S:1:pos:R:3:forces:R:3:lowdin_charge:R:1
C 1.37679 -1.90189 0.65042 -0.22 0.51 0.20 0.006
C -0.10109 -1.84468 0.37650 -0.14 1.05 0.09 -0.528
N -0.72289 -0.62794 0.59443 0.73 -1.94 0.12 0.049
C -0.13155 0.65027 0.85012 -0.62 1.12 -0.93 -0.225
C 0.21624 1.38692 -0.45163 -0.48 -0.12 0.15 -0.246
C -0.99818 1.54056 -1.36322 0.98 0.95 -1.26 -0.118
O -0.76477 -2.79689 0.02860 0.04 -0.44 0.02 0.047
H 1.87214 -0.96705 0.44545 0.05 0.53 0.24 0.059
H 1.52820 -2.18230 1.69312 0.09 -0.01 -0.04 0.098
H 1.85769 -2.58553 0.00237 0.23 -1.11 -0.48 0.071
H -1.71193 -0.79613 0.57593 -0.35 0.66 -0.06 0.140
H -0.93793 1.24712 1.27466 0.25 0.08 0.64 0.118
H 0.75526 0.64578 1.47629 -0.21 -0.34 0.44 0.111
H 0.54747 2.40412 -0.22477 0.33 -0.19 0.20 0.106
H 1.02231 0.83981 -0.94621 0.01 0.20 -0.20 0.102
H -1.85215 2.01644 -0.89730 -0.37 -0.50 0.46 0.070
H -1.22292 0.67059 -1.97198 -0.40 -0.30 0.44 0.071
H -0.73268 2.30080 -2.11279 0.09 -0.15 -0.04 0.069
```
Forces are in eV/Å.

As for the SMILES: CCCNC(C)=O. For the energy relative to the best compared isomer or geometry (same formula, charge and spin), the calculation gives 0.499 eV. The calculated total energy comes out at -8901.1978 eV. For the HOMO energy, the calculation gives -9.4 eV. The gap between HOMO and LUMO comes out at 10.3 eV.

***

Entry from OMol25: a single C5H11NO molecule in a non-equilibrium geometry (ωB97M-V/def2-TZVPD).

XYZ file:
```
18
Properties=species:S:1:pos:R:3:forces:R:3:lowdin_charge:R:1
C 1.06774 0.33696 1.92789 -0.03 0.74 -0.07 -0.080
C 0.56092 1.35257 0.74996 0.30 -0.41 0.52 -0.195
N -0.25245 0.84618 -0.35801 0.15 -0.02 0.04 -0.092
C -1.46988 0.13128 0.01047 -0.22 0.00 0.14 -0.082
C -0.25261 -0.59481 -0.41140 0.07 -0.28 -0.02 -0.296
C -0.07551 -1.30822 -1.72081 0.13 -0.21 0.14 -0.228
O -0.98114 -0.91259 -2.72077 -0.06 0.29 -0.20 -0.058
H 0.69765 0.71414 2.87750 0.16 0.21 0.13 0.053
H 2.16153 0.37242 1.93632 -0.15 0.20 0.11 0.061
H 0.86426 -0.75602 2.00295 -0.33 0.91 -0.61 0.066
H 0.00217 2.21015 1.17033 0.38 -0.50 0.13 0.109
H 1.46302 1.76497 0.27550 -0.19 -0.12 0.28 0.100
H -1.75086 0.10479 1.06217 0.08 -0.03 -0.09 0.111
H -2.29575 0.26117 -0.68560 0.18 -0.10 0.11 0.106
H 0.33289 -0.97823 0.41695 -0.32 -0.66 -0.63 0.092
H 0.96414 -1.18316 -2.05753 -0.07 -0.01 0.03 0.122
H -0.24047 -2.37502 -1.55737 0.00 0.00 -0.04 0.121
H -0.79564 0.01342 -2.91855 -0.09 -0.02 0.01 0.090
```
Forces are in eV/Å.

As for the SMILES: CCN1C[C@H]1CO. For the energy relative to the best compared isomer or geometry (same formula, charge and spin), the calculation gives 2.814 eV. The calculated total energy comes out at -8898.8835 eV. For the HOMO energy, the calculation gives -9.2 eV. The gap between HOMO and LUMO comes out at 10.2 eV.

***

Entry from OMol25: C5H11NO as an isolated structure in a non-equilibrium geometry (ωB97M-V/def2-TZVPD).

XYZ file:
```
18
Properties=species:S:1:pos:R:3:forces:R:3:lowdin_charge:R:1
C 1.95979 0.68125 -0.79068 -0.01 -1.33 -1.22 -0.138
C 1.61305 0.78317 0.60456 -2.04 3.23 2.48 -0.142
C 0.85844 -0.11739 -0.27321 -3.76 0.98 -0.52 -0.301
C 0.54855 -1.56531 0.07628 -0.12 2.08 0.01 -0.027
C -2.58841 0.09214 0.51478 1.77 -0.72 3.31 -0.152
N -0.77033 0.83600 -0.74539 1.63 -1.91 0.52 0.041
O -1.82623 -0.15855 -0.64832 0.36 1.22 -0.15 -0.299
H 1.76574 1.28876 -1.60547 -0.27 1.62 -1.10 0.087
H 2.79658 0.07940 -0.88190 1.96 -0.80 -0.75 0.089
H 2.39914 0.37484 1.20439 -0.06 -0.25 0.76 0.099
H 1.04161 1.70745 1.05022 1.30 -1.89 -0.96 0.147
H -0.14919 -1.96732 -0.63430 0.00 -0.53 -0.40 0.065
H -0.00432 -1.39610 1.01073 0.32 -0.93 0.03 0.078
H 1.48824 -2.11696 0.18365 -0.37 -0.09 0.10 0.092
H -2.21862 1.06542 1.06695 -0.80 -1.92 -1.23 0.109
H -2.43145 -0.83539 1.28292 -0.24 2.07 -1.56 0.108
H -3.65023 0.11809 0.34580 -0.40 0.22 -0.53 0.049
H -0.83235 1.13050 -1.76101 0.72 -1.05 1.19 0.098
```
Forces are in eV/Å.

For the energy relative to the best compared isomer or geometry (same formula, charge and spin), the calculation gives 6.318 eV. The calculated total energy comes out at -8895.3793 eV. For the HOMO energy, the calculation gives -8.7 eV. The gap between HOMO and LUMO comes out at 9.8 eV.

***

Entry from OMol25: a 2-piece molecular cluster, C5H11NO overall in a non-equilibrium geometry (ωB97M-V/def2-TZVPD).

XYZ file:
```
18
Properties=species:S:1:pos:R:3:forces:R:3:lowdin_charge:R:1
C -1.09606 0.77132 -0.69368 -0.01 0.89 0.82 -0.055
N 1.52490 1.42238 0.72415 0.31 0.19 -0.23 0.059
C 0.90885 0.17780 0.75674 -0.21 0.17 -0.07 -0.197
C -0.27310 -0.10491 0.22364 -0.89 -0.76 -0.37 -0.329
C -0.90742 -1.43143 0.48013 0.46 -0.44 0.18 -0.173
C -1.74124 -1.70166 1.47009 -0.35 0.02 0.54 0.007
H -0.55500 1.14813 -1.56420 -0.12 0.04 -0.07 0.065
H -1.49988 1.64486 -0.16174 0.37 0.12 -0.01 0.088
H -2.00720 0.27712 -0.98636 -0.04 -0.48 -0.46 0.072
H 1.17640 2.06043 0.01892 0.02 -0.10 0.10 0.084
H 2.53294 1.39424 0.72180 0.00 0.07 0.09 0.079
H 1.42732 -0.60216 1.29453 0.10 0.10 0.27 0.123
H -0.64096 -2.26110 -0.17215 -0.09 0.11 -0.25 0.103
H -2.02912 -0.97555 2.22083 0.10 0.29 -0.12 0.061
H -2.20350 -2.67017 1.63054 0.21 -0.09 -0.30 0.052
H 2.52141 0.34746 -1.61851 -0.43 -0.12 0.50 0.020
H 0.98056 0.19674 -2.01902 0.29 -0.16 0.69 -0.009
O 1.88111 0.30649 -2.32572 0.30 0.16 -1.33 -0.049
```
Forces are in eV/Å.

As for the SMILES: C=C/C(C)=C/N.O. For the energy relative to the best compared isomer or geometry (same formula, charge and spin), the calculation gives 2.083 eV. The calculated total energy comes out at -8899.6144 eV. For the HOMO energy, the calculation gives -8.3 eV. The gap between HOMO and LUMO comes out at 9.1 eV.

***

Entry from OMol25: a single C5H11NO molecule in a non-equilibrium geometry (ωB97M-V/def2-TZVPD).

XYZ file:
```
18
Properties=species:S:1:pos:R:3:forces:R:3:lowdin_charge:R:1
C -2.22262 1.29587 -0.97610 -0.24 -0.09 0.37 -0.108
C -1.69043 -0.07019 -0.51909 1.04 0.58 0.65 -0.238
C -0.51941 0.13929 0.48747 0.49 -0.28 0.17 -0.207
C 0.66361 -0.81677 0.25935 0.33 0.60 -0.72 -0.129
C 2.01158 -0.12005 0.50652 0.74 -1.76 -0.33 -0.533
N 3.03497 -1.00373 0.83684 -1.14 1.14 0.51 0.135
O 2.25038 1.03602 0.28182 -0.52 0.86 0.55 0.069
H -1.64454 1.77397 -1.76657 0.34 -0.08 0.23 0.073
H -2.17984 1.88968 -0.06004 -0.06 0.47 -0.31 0.069
H -3.25880 1.34419 -1.31605 -0.03 -0.47 0.02 0.063
H -2.43901 -0.60946 0.03858 -0.53 -0.34 -0.23 0.095
H -1.26015 -0.70789 -1.29100 -0.58 0.09 -0.36 0.092
H -0.09334 1.14332 0.47457 -0.13 0.10 -0.59 0.096
H -0.83775 0.06070 1.53268 -0.26 -0.28 -0.13 0.114
H 0.57167 -1.81542 0.68931 0.09 0.29 0.57 0.112
H 0.77499 -1.05527 -0.80883 -0.34 0.25 -0.14 0.118
H 3.86914 -0.57730 1.19792 0.40 -0.33 -0.53 0.098
H 2.96955 -1.90697 0.43262 0.41 -0.73 0.26 0.081
```
Forces are in eV/Å.

As for the SMILES: CCCCC(N)=O. For the energy relative to the best compared isomer or geometry (same formula, charge and spin), the calculation gives 0.684 eV. The calculated total energy comes out at -8901.0137 eV. For the HOMO energy, the calculation gives -9.8 eV. The gap between HOMO and LUMO comes out at 10.8 eV.